Formula: C6H12N3O
Source: the OMol25 dataset
Level of theory: the ωB97M-V functional and the def2-TZVPD basis

The geometry in XYZ format:
```
22
Properties=species:S:1:pos:R:3
C -1.8868 -2.1247 -0.6839
C -0.7201 -0.1269 -1.5784
C 1.0894 2.7495 1.0068
C 2.1589 -0.3616 -0.8170
C 1.3080 1.2550 1.0831
C 1.1282 0.3571 -0.1827
N -1.3945 -1.2223 -1.4913
N -2.5949 -1.7839 0.3084
N -0.0340 0.3468 -0.5911
O -3.1986 -2.6428 1.2387
H -1.6906 -3.1621 -1.0605
H -0.7837 0.5343 -2.4589
H 0.0886 3.1289 0.7222
H 1.7497 3.3099 0.3055
H 1.2977 3.1307 1.9388
H 1.6569 -1.2118 -1.3062
H 2.8540 0.2558 -1.3814
H 2.7995 -0.8503 -0.0563
H -2.7918 -0.7263 0.4017
H 2.3495 1.0782 1.4534
H 0.7276 0.6803 1.9346
H -4.1130 -2.6138 1.2144
```

The total charge is +1. The SMILES is CCC(C)=[N+]=C/N=C\NO. The value obtained for the largest force on an atom is 5.39 eV/A. The LUMO energy is -3.606 eV. As for the spin multiplicity: 1. The energy relative to the best compared isomer or geometry (same formula, charge and spin) is 5.385 eV.

Atom charges from the natural (NBO) analysis, given in e for atoms 1 to 8: number 1, C, carries 0.35; number 2, C, carries 0.37; number 3, C, carries -0.62; number 4, C, carries -0.71; number 5, C, carries -0.45; number 6, C, carries 0.44; number 7, N, carries -0.51; number 8, N, carries -0.24



Formula: C3H8N2O
Source: the OMol25 dataset
Level of theory: the ωB97M-V functional and the def2-TZVPD basis

The geometry in XYZ format:
```
14
Properties=species:S:1:pos:R:3
C 0.8302 -0.6966 -2.3379
C 0.6703 -0.1242 -0.0111
C -0.4367 0.2873 1.0077
H 1.8012 -0.1827 -2.4435
H 0.2537 -0.5253 -3.2931
H 1.0519 -1.7786 -2.1449
H 1.5104 0.5783 0.0670
H 1.0225 -1.1028 0.2638
H 0.9735 0.5820 2.4350
H -0.5842 0.7833 2.9990
H -1.6973 0.3254 -0.3424
N 0.0217 0.2919 2.3148
N -1.6511 0.4399 0.6741
O 0.0865 -0.0752 -1.3019
```

The total charge is 0. The SMILES is [H]/N=C(/N)COC. The value obtained for the largest force on an atom is 1.52 eV/A. The LUMO energy is 0.865 eV. As for the spin multiplicity: 1. The energy relative to the best compared isomer or geometry (same formula, charge and spin) is 1.570 eV.

Atom charges from the natural (NBO) analysis, given in e for atoms 1 to 8: number 1, C, carries -0.25; number 2, C, carries -0.14; number 3, C, carries 0.42; number 4, H, carries 0.17; number 5, H, carries 0.20; number 6, H, carries 0.17; number 7, H, carries 0.17; number 8, H, carries 0.19



Formula: C3H5AgO2
Source: the OMol25 dataset
Level of theory: the ωB97M-V functional and the def2-TZVPD basis

The geometry in XYZ format:
```
11
Properties=species:S:1:pos:R:3
O -1.8771 2.4892 2.3462
C -1.6954 3.5909 2.5444
C 0.9253 -0.2684 0.5812
O -0.1586 -0.6692 -0.3152
C 0.1818 -1.0732 -1.6101
Ag -1.3293 0.0497 1.5539
H 1.6262 -1.1259 0.6445
H 1.5200 0.5528 0.1305
H -0.7385 -1.3424 -2.1470
H 0.6917 -0.2556 -2.1487
H 0.8539 -1.9480 -1.5797
```

The total charge is 0. The value obtained for the largest force on an atom is 1.48 eV/A. The LUMO energy (spin up / spin down) is -0.626 / -0.626 eV. As for the spin multiplicity: 1.

Atom charges from the natural (NBO) analysis, given in e for atoms 1 to 8: number 1, O, carries -0.56; number 2, C, carries 0.55; number 3, C, carries -0.57; number 4, O, carries -0.67; number 5, C, carries -0.24; number 6, Ag, carries 0.71; number 7, H, carries 0.14; number 8, H, carries 0.14



Formula: C23H30CrN3
Source: the OMol25 dataset
Level of theory: the ωB97M-V functional and the def2-TZVPD basis

The geometry in XYZ format:
```
57
Properties=species:S:1:pos:R:3
C -0.1784 -3.7141 0.5404
H -1.0115 -4.3663 0.2523
H 0.7374 -4.1362 0.1097
H -0.3448 -2.7334 0.0816
C -0.0677 -3.6094 2.0652
H 0.7531 -2.9288 2.3260
H -0.9833 -3.1569 2.4676
C 0.1654 -4.9687 2.7328
H 0.2416 -4.8738 3.8214
H -0.6571 -5.6594 2.5120
H 1.0917 -5.4296 2.3694
C 2.3830 0.8813 -0.2822
C 3.0232 0.2447 0.8577
C 3.3314 -1.0538 0.4552
C 3.0319 -1.1929 -0.9639
C 2.5371 0.0189 -1.4428
C 2.2417 0.3966 -2.8543
C 3.3190 -2.4230 -1.7592
C 3.9621 -2.1247 1.2824
C 3.3041 0.8898 2.1721
C 2.0225 2.3294 -0.3484
Cr 1.0647 -0.6801 0.1509
H 2.7856 -2.4250 -2.7086
H 4.3857 -2.5078 -1.9811
H 3.0341 -3.3305 -1.2259
H 2.0233 -0.4746 -3.4702
H 1.3829 1.0623 -2.9246
H 3.0919 0.9130 -3.3087
H 1.6314 2.6920 0.6011
H 2.9008 2.9312 -0.5952
H 1.2668 2.5230 -1.1083
H 3.3860 0.1570 2.9739
H 4.2435 1.4485 2.1429
H 2.5194 1.5894 2.4564
H 3.5228 -3.1038 1.0875
H 5.0307 -2.2088 1.0688
H 3.8559 -1.9283 2.3480
N -8.3688 5.0767 -0.5905
C -7.3252 4.5633 -0.5462
C -6.0631 3.8882 -0.5073
C -5.3337 3.7921 0.6932
C -4.1145 3.0977 0.7305
C -3.6064 2.5244 -0.4373
C -4.3383 2.6612 -1.6427
C -5.5518 3.3298 -1.6741
N -2.3715 1.7857 -0.4571
C -1.6745 1.6395 -1.5842
C -0.6805 0.7974 -1.3338
N -0.5782 0.4920 -0.0665
C -1.6917 1.0611 0.4898
H -5.7146 4.2432 1.5962
H -3.5601 3.0230 1.6559
H -3.9970 2.2199 -2.5702
H -6.0920 3.3900 -2.6148
H -1.8796 2.0746 -2.5497
H -0.0640 0.3690 -2.0079
H -2.0224 0.9243 1.5146
```

The total charge is +2. Its expectation value of S² is 4.157. The value obtained for the largest force on an atom is 4.25 eV/A. The LUMO energy (spin up / spin down) is -8.967 / -7.264 eV. As for the spin multiplicity: 4.

Atom charges from the natural (NBO) analysis, given in e for atoms 1 to 8: number 1, C, carries -0.58; number 2, H, carries 0.26; number 3, H, carries 0.21; number 4, H, carries 0.11; number 5, C, carries -0.40; number 6, H, carries 0.16; number 7, H, carries 0.21; number 8, C, carries -0.61



Formula: C5H9NO2
Source: the OMol25 dataset
Level of theory: the ωB97M-V functional and the def2-TZVPD basis

The geometry in XYZ format:
```
17
Properties=species:S:1:pos:R:3
C -0.4069 -0.3991 -1.0137
C 0.0956 -1.1445 0.2820
C 1.3910 -0.5895 0.6683
C 0.5793 1.5524 0.2657
C -0.5725 0.7289 -0.0273
H -2.5943 -0.1558 -1.4649
H 0.4223 -0.3005 -1.7108
H 0.0622 -2.3730 0.3065
H 1.5026 -0.8207 1.8153
H 2.1834 -1.3682 0.3193
H 0.4501 2.2752 1.1340
H 0.8818 2.1015 -0.5619
H -1.2957 1.5896 -0.4313
H -1.8294 -0.6026 0.2598
N -1.0045 -0.3740 1.0469
O -1.6184 -0.8952 -1.3530
O 1.7535 0.7755 0.4652
```

The total charge is 0. The value obtained for the largest force on an atom is 6.58 eV/A. The LUMO energy is 0.061 eV. As for the spin multiplicity: 1. The energy relative to the best compared isomer or geometry (same formula, charge and spin) is 6.284 eV.

Atom charges from the natural (NBO) analysis, given in e for atoms 1 to 8: number 1, C, carries 0.04; number 2, C, carries -0.10; number 3, C, carries -0.12; number 4, C, carries -0.09; number 5, C, carries -0.13; number 6, H, carries 0.49; number 7, H, carries 0.18; number 8, H, carries 0.23



Formula: C15H28N2O3
Source: the OMol25 dataset
Level of theory: the ωB97M-V functional and the def2-TZVPD basis

The geometry in XYZ format:
```
48
Properties=species:S:1:pos:R:3
O -4.0148 1.2159 2.2488
O -4.3614 -0.7005 3.2994
O 4.3068 -0.8760 -0.5805
C -3.6161 0.1120 2.7043
C 0.8930 1.1700 1.0286
N 2.1037 0.4993 0.9112
N 0.1353 0.5958 1.9152
C -0.6093 -3.1098 -2.2866
C 3.7602 0.4118 -0.9239
C -2.1590 -0.2399 2.5671
C 0.4812 2.3034 0.1031
C 3.3427 1.0756 0.4016
C 2.1106 -0.6819 1.8197
C -1.2851 0.9821 2.2631
C 0.6935 -0.7006 2.3337
C -0.5633 -1.6239 -2.2264
C -0.1159 1.6682 -1.1866
C -1.9758 -1.0401 -2.4402
C -1.4919 1.0589 -1.0343
C -1.9430 0.5077 -2.3781
H 3.8261 -1.2865 0.1422
H -0.8538 -3.4693 -3.3005
H 0.3442 -3.5125 -1.9361
H -1.3932 -3.4777 -1.6158
H 2.9036 0.3635 -1.6161
H 4.5430 1.0391 -1.3784
H -1.8121 -0.7939 3.4547
H -2.0675 -0.9713 1.7442
H 1.3160 2.9404 -0.1045
H -0.2966 2.9428 0.5945
H 4.1581 0.9831 1.1458
H 3.2582 2.1159 0.2053
H 2.8713 -0.4870 2.6358
H 2.3651 -1.6200 1.3541
H -1.7626 1.5612 1.4363
H -1.2633 1.5794 3.1381
H 0.7629 -0.8199 3.4103
H 0.0746 -1.5262 1.8655
H -0.1482 -1.3334 -1.2474
H 0.1034 -1.2673 -3.0415
H -0.1501 2.4492 -1.9658
H 0.5659 0.9284 -1.5613
H -2.6256 -1.5020 -1.6930
H -2.3632 -1.3615 -3.4366
H -1.5195 0.3106 -0.2374
H -2.1623 1.8800 -0.7495
H -2.9859 0.7794 -2.5502
H -1.3799 0.9273 -3.2316
```

The total charge is 0. The value obtained for the largest force on an atom is 3.29 eV/A. The LUMO energy is -0.266 eV. As for the spin multiplicity: 1. The energy relative to the best compared isomer or geometry (same formula, charge and spin) is 3.528 eV.

Atom charges from the natural (NBO) analysis, given in e for atoms 1 to 8: number 1, O, carries -0.78; number 2, O, carries -0.74; number 3, O, carries -0.72; number 4, C, carries 0.73; number 5, C, carries 0.61; number 6, N, carries -0.41; number 7, N, carries -0.33; number 8, C, carries -0.60



Look up the total charge of the sixth one.
0



Which formula does entry 5 have?
C5H9NO2